C19H35NO2P2Sn | ωB97M-V/def2-TZVPD

The LUMO energy is 0.14 eV. The value obtained for the max |F| is 4.41 eV/A. The orbital gap is 0.22009 Eh. Its total charge is 0. Its relative energy (zero: lowest compared OMol25 entry of this formula, charge and spin) is 75.7 kcal/mol.

XYZ file:
```
60
Properties=species:S:1:pos:R:3:forces:R:3
P 0.0523 -2.2683 -2.0776 0.00 0.26 0.11
P -0.2863 2.4523 -1.7197 1.05 1.07 -0.37
C -0.3941 -0.4852 -2.8873 0.18 -2.42 -0.71
C 0.1811 0.9276 -2.8744 -0.39 1.81 -0.85
H -1.4780 -0.4970 -3.0076 0.00 0.13 0.28
H 0.0117 -0.8826 -3.8112 -0.63 0.95 0.05
H 1.1933 0.9994 -3.3610 -1.23 -0.05 0.51
H -0.4595 1.4668 -3.5970 0.52 -0.93 0.17
C -1.9784 2.8393 -2.3086 -0.26 0.58 -0.52
H -2.4554 3.3595 -1.4550 0.09 -0.41 -0.46
H -2.5477 1.9216 -2.5406 0.26 0.36 0.23
H -2.0187 3.5175 -3.1762 -0.07 -0.24 0.13
C 0.9427 3.7669 -2.1671 0.10 0.15 -1.36
H 1.2538 3.8673 -3.2162 -0.03 0.10 -0.05
H 1.8500 3.5838 -1.5720 -0.42 -0.08 -0.07
H 0.5465 4.7467 -1.8593 -0.07 -0.38 0.03
C -1.1122 -3.5328 -2.6878 -0.38 0.02 -1.25
H -1.0942 -4.4049 -1.9937 -0.02 0.82 -0.38
H -0.7967 -3.8761 -3.6875 -0.49 -0.14 0.13
H -2.1280 -3.0981 -2.7349 0.34 -0.43 0.05
C 1.5833 -2.7339 -3.0185 -0.31 -0.34 -0.45
H 2.2712 -1.8905 -3.1660 -0.08 -0.29 0.16
H 1.2516 -3.0895 -3.9962 0.29 -0.21 0.18
H 2.1077 -3.5839 -2.5596 -0.17 0.41 0.25
Sn 1.6016 0.2486 -1.0806 0.09 -0.77 3.43
C 0.6258 1.6528 -5.6105 -1.51 0.97 -0.76
C -0.7278 1.6789 -5.5706 0.73 0.54 -0.53
C -1.6664 0.8594 -6.4167 -0.28 -0.22 -0.27
C -1.2763 -0.6345 -6.7039 -0.75 0.79 -0.42
C -0.4397 -1.3253 -5.6983 1.71 -1.02 -0.26
C 0.9190 -1.2658 -5.6808 -1.72 -0.94 -0.63
C 1.7625 -0.4621 -6.5887 0.61 0.50 -0.40
C 1.3650 1.0379 -6.7454 0.63 -0.82 -0.53
C 0.4723 -1.2795 0.3531 0.74 -0.69 0.38
H 1.2347 2.2580 -4.9190 -0.59 -0.12 -0.47
H -1.2580 2.4779 -5.0415 0.37 -0.46 0.51
H -1.7524 1.4112 -7.3612 -0.14 -0.28 -0.17
H -2.6995 0.8568 -6.0048 0.75 0.22 0.07
H -2.1985 -1.2153 -6.7663 -0.13 0.20 -0.10
H -0.8497 -0.7092 -7.7101 0.31 0.06 0.20
H -0.9908 -2.0378 -5.0412 0.72 0.55 -0.52
H 1.4677 -2.0272 -5.1610 -0.08 0.38 0.28
H 1.6820 -0.9861 -7.5477 0.26 0.33 -0.27
H 2.8345 -0.5178 -6.2988 -0.70 -0.11 -0.01
H 2.2796 1.6147 -6.8659 0.18 -0.01 -0.03
H 0.8533 1.1670 -7.7076 -0.31 0.00 0.36
H 1.0745 -1.3565 1.2493 0.15 0.75 0.88
H 0.5149 -2.3253 -0.0480 0.18 1.59 1.12
H -0.5931 -1.0633 0.5938 0.78 0.10 -0.31
O 1.8942 2.0247 0.6860 -0.56 -0.65 -0.96
C 0.7023 2.0777 1.0824 -1.47 -0.53 0.50
C 0.3203 2.7060 2.4241 0.79 0.11 -0.64
C -1.1121 2.3087 2.5845 -0.73 0.06 0.15
C -1.4559 1.4885 1.3324 0.78 0.10 -0.57
O -2.5061 0.8966 1.1483 0.66 0.38 -0.09
N -0.3616 1.5384 0.4205 0.48 -1.36 4.16
H 0.9702 2.2691 3.1889 0.03 0.35 -0.09
H 0.4413 3.8011 2.3759 0.26 -0.40 0.11
H -1.2479 1.6747 3.4648 -0.34 0.19 -0.09
H -1.7414 3.2089 2.6429 -0.19 -0.51 0.12
```
Forces are in eV/Å.

List of Löwdin charges in e, atom by atom: 0.8438 0.9028 -0.3812 -0.6002 0.0874 -0.0201 0.0260 0.0076 -0.2621 0.0440 0.0527 0.0303 -0.2731 0.0162 0.0248 0.0445 -0.3006 0.0503 0.0200 0.0447 -0.2954 0.0214 0.0022 0.0521 1.2707 -0.1189 -0.1266 -0.1528 -0.1695 -0.1190 -0.1354 -0.1659 -0.1700 -0.3722 0.1014 0.0979 0.1129 0.1138 0.1071 0.1117 0.1066 0.0537 0.1168 0.1173 0.1059 0.1130 -0.0333 -0.0997 0.0037 -0.1459 -0.5759 -0.1075 -0.1103 -0.4761 0.0294 -0.1052 0.1208 0.1233 0.1203 0.1197